C31H55BF7N10O3S | ωB97M-V/def2-TZVPD

CARTESIAN COORDINATES (ANGSTROEM)
C 3.05816 0.95649 -2.33313
C 3.65746 0.69819 -3.70204
N 4.68544 1.66358 -4.11119
C 5.67200 2.21192 -3.31781
C 6.35335 3.08029 -4.10241
N 5.95917 2.84292 -5.40029
C 4.98984 1.93913 -5.37938
C 6.53427 3.46939 -6.59245
H 2.08773 0.46924 -2.23532
H 2.96128 1.98387 -1.96490
H 3.58470 0.56563 -1.45191
H 2.86357 0.74132 -4.44580
H 4.06269 -0.31362 -3.69866
H 5.70037 2.10178 -2.24863
H 7.09520 3.80820 -3.82357
H 4.44507 1.62163 -6.25390
H 7.01581 4.40251 -6.32249
H 5.75809 3.54824 -7.34876
H 7.31084 2.84553 -7.03903
C -1.91534 -3.95490 2.30820
C -0.89561 -5.06783 2.22137
N 0.16718 -4.77450 1.26908
C 1.26269 -3.99713 1.48710
C 1.91155 -3.85047 0.30649
N 1.11417 -4.49258 -0.62862
C 0.08115 -5.04657 -0.02783
C 1.44569 -4.59977 -2.05861
H -1.56303 -3.12597 2.92094
H -2.73787 -4.40880 2.87770
H -2.38802 -3.71155 1.35963
H -1.39947 -6.00271 1.96985
H -0.46210 -5.35686 3.18079
H 1.55538 -3.55909 2.42498
H 2.76023 -3.29457 -0.04326
H -0.70497 -5.63427 -0.49765
H 1.21572 -5.60883 -2.38499
H 2.53191 -4.52952 -2.12641
H 1.00260 -3.78137 -2.61381
C -3.50065 0.50562 3.61242
C -3.67169 -0.88039 4.24336
N -4.64945 -1.67484 3.44412
C -5.65727 -2.43332 3.97732
C -6.21955 -3.12509 2.95515
N -5.56588 -2.73219 1.81373
C -4.66139 -1.81597 2.11311
C -5.79301 -3.36282 0.51097
H -3.24841 0.27992 2.57985
H -2.57230 0.93873 3.98135
H -4.42122 1.07758 3.65468
H -4.03550 -0.84301 5.26358
H -2.74383 -1.43032 4.09582
H -5.92677 -2.46601 5.01795
H -6.98628 -3.87643 2.89654
H -3.99026 -1.33146 1.41877
H -6.84504 -3.54249 0.31567
H -5.28456 -4.32789 0.50653
H -5.34443 -2.74471 -0.26164
C 1.37675 2.77838 6.99587
C 1.51217 3.62797 5.73953
N 1.11756 2.86283 4.54560
C 0.13947 3.23640 3.63627
C 0.14061 2.29041 2.66985
N 1.16396 1.41348 2.94449
C 1.81731 1.87459 4.00901
C 1.55807 0.26624 2.13718
H 2.14200 1.99734 7.01648
H 0.43543 2.23130 7.05063
H 1.48125 3.39523 7.88451
H 2.50342 4.05880 5.62787
H 0.79934 4.44558 5.83995
H -0.44181 4.12348 3.81021
H -0.34899 2.22731 1.70926
H 2.63021 1.34213 4.47677
H 1.33208 0.50431 1.10101
H 1.02191 -0.60985 2.47647
H 2.63996 0.13605 2.16115
C -1.70047 1.69393 -3.77915
C -0.17546 1.86036 -3.88379
N 0.20631 3.15639 -3.30335
C 1.31144 3.90687 -3.61381
C 1.36693 4.96680 -2.78104
N 0.35149 4.76558 -1.85602
C -0.31591 3.67969 -2.19371
C -0.00496 5.75095 -0.82489
H -1.98263 1.77264 -2.73658
H -1.99033 0.74331 -4.21948
H -2.13123 2.43108 -4.45820
H 0.17360 1.79331 -4.91550
H 0.33360 1.00686 -3.43050
H 2.09060 3.66187 -4.31499
H 1.97345 5.85372 -2.74113
H -1.22441 3.37248 -1.70645
H 0.86415 5.97700 -0.21445
H -0.76460 5.38658 -0.13784
H -0.40077 6.59532 -1.38366
B -3.38316 -5.32536 -1.48148
F -3.59761 -3.94400 -1.63603
F -2.14381 -5.61641 -2.12032
F -3.24884 -5.58932 -0.07341
F -4.38359 -6.09529 -2.02086
C -1.01019 -1.12681 -1.12452
F 0.31173 -1.44898 -0.99109
F -1.18447 -0.77450 -2.39867
F -1.75306 -2.16534 -0.80128
S -1.50000 0.19031 0.06630
O -0.73084 1.38358 -0.29822
O -2.92172 0.26784 -0.11718
O -1.11536 -0.38628 1.34664

The value obtained for the gap between HOMO and LUMO is 9.026 eV. For the highest occupied orbital energy, the calculation gives -15.54 eV. Its total charge is +3.

C31H55CaNO2P | ωB97M-V/def2-TZVPD

CARTESIAN COORDINATES (ANGSTROEM)
O -0.99074 -0.41325 -4.86063
C -1.17069 -1.78601 -5.38121
C -1.61331 -1.42687 -6.77595
H -1.96026 -2.32251 -4.84131
H -0.22723 -2.34254 -5.40397
C -1.47132 -0.00829 -6.18216
H -2.63742 -1.68037 -7.03286
H -0.90342 -1.68571 -7.55397
C -2.83214 0.64798 -6.15557
H -3.60328 0.01551 -5.70670
H -3.14037 0.81894 -7.19221
H -2.82991 1.62226 -5.66539
C -0.48103 0.78796 -6.98599
H 0.47234 0.26223 -7.07992
H -0.34663 1.78877 -6.57381
H -0.91368 0.91261 -7.98451
Ca 0.22689 0.60252 -0.58663
C 2.59172 2.37826 -0.63262
C 3.19349 1.10742 -0.39019
C 2.91864 0.26721 -1.50899
H 3.85530 0.86894 0.44786
C 2.17624 1.02837 -2.45585
C 1.98968 2.33400 -1.91773
H 1.55500 3.18502 -2.44899
H 2.67817 3.25613 0.00910
H 3.26139 -0.76411 -1.64120
H 1.82507 0.67657 -3.43188
C -1.63971 2.71760 0.16348
C -0.95086 3.06145 -1.02743
C -1.31245 2.13122 -2.03530
H -0.32879 3.94757 -1.15342
C -2.20151 1.18165 -1.45478
C -2.41324 1.55601 -0.09812
H -3.11094 1.08484 0.59553
H -1.64981 3.30900 1.08241
H -1.03520 2.16903 -3.08891
H -2.73177 0.40364 -2.00420
O -2.32932 -3.55789 -2.57417
C -1.48057 -2.48769 -2.05428
C -0.02305 -2.90757 -2.41284
H -1.65686 -2.40894 -0.97775
H -1.77847 -1.50228 -2.49210
C -0.09505 -4.45648 -2.59745
H 0.72182 -2.50829 -1.70957
H 0.17201 -2.46586 -3.41608
C -1.47576 -4.53268 -3.28394
H -0.07723 -4.96025 -1.62426
H 0.74863 -4.82349 -3.19527
H -1.98527 -5.50318 -3.25439
H -1.26945 -4.20678 -4.34021
C -1.77809 -1.09037 2.99722
C -0.46089 -1.05766 3.78768
C -0.78129 -1.00527 5.28560
C 0.28515 -2.35192 3.45157
P 0.59222 0.37057 3.16938
N 0.44272 0.39074 1.58521
C -0.04586 1.97966 3.94666
C 0.38654 2.16064 5.41476
C 0.44626 3.18667 3.14114
C -1.57599 1.97401 3.88326
C 2.41022 0.16928 3.65589
C 2.59490 -0.31999 5.10148
C 3.11268 -0.84277 2.73914
C 3.11623 1.50329 3.41901
H -2.24381 -2.07070 3.16214
H -1.55996 -0.96613 1.93027
H -2.48805 -0.32270 3.31249
H -1.24207 -1.97214 5.53952
H 0.11407 -0.88361 5.90560
H -1.51583 -0.22919 5.52599
H 0.60103 -2.34432 2.40134
H 1.14721 -2.53753 4.09830
H -0.41673 -3.18474 3.59113
H 1.46737 2.30794 5.53311
H -0.10195 3.07748 5.78297
H 0.04656 1.33403 6.05123
H 0.38103 2.98989 2.06767
H -0.20591 4.03348 3.39227
H 1.47210 3.47258 3.38145
H -1.91956 1.77399 2.86247
H -2.01496 1.24340 4.56919
H -1.92610 2.97315 4.18275
H 2.20403 -1.33228 5.25626
H 3.67615 -0.35639 5.29699
H 2.15988 0.34582 5.85064
H 4.18068 -0.84671 3.01999
H 2.74704 -1.86539 2.85554
H 3.01329 -0.55041 1.68894
H 2.92484 1.85771 2.40116
H 2.83913 2.27675 4.13463
H 4.19604 1.33746 3.51428

The value obtained for the gap between HOMO and LUMO is 5.719 eV. For the highest occupied orbital energy, the calculation gives -3.33 eV. The relative energy (zero: lowest compared OMol25 entry of this formula, charge and spin) is 47.2 kJ/mol. Its total charge is -1.

C31H55CuO6Si | ωB97M-V/def2-TZVPD

CARTESIAN COORDINATES (ANGSTROEM)
O -0.57954 -0.30362 -6.63408
C -0.36336 0.95879 -7.33126
C -0.23773 0.30292 -8.69867
H 0.58255 1.43140 -7.03213
H -1.21888 1.63251 -7.19092
C -0.33143 -1.00635 -7.88148
H 0.72883 0.48867 -9.17464
H -1.09406 0.49436 -9.34893
C 0.98618 -1.74692 -7.85184
H 1.80266 -1.05749 -7.61067
H 1.17517 -2.17816 -8.84314
H 0.96191 -2.55275 -7.11030
C -1.51240 -1.86363 -8.27494
H -2.43605 -1.28008 -8.24180
H -1.59449 -2.72095 -7.60390
H -1.36871 -2.22914 -9.29579
Cu -0.45279 -0.29488 -0.06726
C -2.73176 -0.85653 0.87410
C -2.28294 0.45110 0.48277
C -2.17980 0.45850 -0.96509
H -2.20931 1.33511 1.10748
C -2.67730 -0.80669 -1.43076
C -3.03871 -1.58518 -0.30590
H -3.55323 -2.54716 -0.34632
H -2.83661 -1.18556 1.90820
H -1.91072 1.33544 -1.55294
H -2.81879 -1.08815 -2.47498
C 0.45605 -2.58212 0.81373
C -0.20063 -3.22749 -0.26603
C 0.04887 -2.49789 -1.45110
H -0.74066 -4.17180 -0.20210
C 0.93071 -1.40252 -1.13443
C 1.22492 -1.49451 0.28293
H 2.02538 -0.94956 0.77491
H 0.42375 -2.86674 1.86307
H -0.33200 -2.72079 -2.44728
H 1.44107 -0.72861 -1.82300
O 1.17384 -0.10346 -4.80035
C -0.10098 -0.45194 -4.21377
C -1.06657 0.72529 -4.29956
H 0.05580 -0.63201 -3.12893
H -0.47433 -1.38018 -4.66391
C -0.09422 1.92021 -4.31330
H -1.75320 0.72880 -3.45066
H -1.65415 0.69091 -5.21975
C 1.28429 1.33243 -4.67568
H -0.04624 2.35543 -3.30535
H -0.39134 2.69217 -5.03011
H 1.96955 1.57629 -3.84781
H 1.74852 1.73531 -5.59098
C 1.19042 3.88220 3.21750
C 1.85124 2.67981 3.87820
C 2.94701 2.15870 2.96020
C 2.44328 3.03961 5.24320
O 0.83851 1.66823 4.10926
Si 0.32663 0.47464 3.04755
O 0.24039 0.87710 1.51753
O 1.41442 -0.76563 3.22346
C 1.81566 -1.59702 4.33515
C 2.88433 -2.54171 3.79800
C 2.42296 -0.75099 5.44456
C 0.63699 -2.40463 4.86089
O -1.11571 -0.04805 3.68902
C -2.04501 0.60321 4.58966
C -3.36543 -0.15631 4.52195
C -1.52303 0.55552 6.01910
C -2.25873 2.05853 4.20163
H 1.94015 4.65979 3.02745
H 0.40593 4.31100 3.85221
H 0.75381 3.57548 2.26071
H 3.46313 1.30043 3.40572
H 2.51551 1.86881 1.99574
H 3.67972 2.96100 2.80294
H 1.67820 3.44867 5.91825
H 2.88898 2.15185 5.71685
H 3.23539 3.79487 5.13964
H 3.74521 -1.97082 3.42526
H 3.22429 -3.19273 4.61376
H 2.49280 -3.16715 2.98578
H 1.69034 -0.05385 5.86816
H 2.76904 -1.41307 6.25024
H 3.28787 -0.19344 5.06235
H -0.10847 -1.75480 5.33131
H 0.16119 -2.97452 4.05296
H 1.00295 -3.11184 5.61861
H -3.21754 -1.21776 4.75663
H -4.06440 0.26220 5.25801
H -3.82332 -0.07798 3.52940
H -0.55994 1.07221 6.09658
H -2.23666 1.06179 6.68411
H -1.41488 -0.47865 6.36389
H -1.33316 2.62907 4.33649
H -2.58876 2.14888 3.16044
H -3.02846 2.49462 4.85426

The value obtained for the gap between HOMO and LUMO (alpha / beta) is 6.260 / 5.854 eV. For the highest occupied orbital energy (alpha / beta), the calculation gives -3.94 / -3.71 eV. Its expectation value of S² is 0.78. Its total charge is -1. The multiplicity is 2.

C31H55FN2O41S12 | ωB97M-V/def2-TZVPD

CARTESIAN COORDINATES (ANGSTROEM)
C -0.06859 -4.01746 1.45571
C -0.99031 -2.70260 1.92239
N -0.06916 -1.50668 1.83446
C -0.37113 -0.44835 2.87150
C -0.13764 -0.90884 4.42763
C -0.22034 -0.95993 0.41055
S -1.50361 0.04048 -0.10880
S 1.10639 -1.43947 -0.83515
C 2.60409 -0.31344 -0.52362
C 3.78974 -1.13427 0.30756
C 4.05390 -0.26605 1.69347
C 5.07573 -1.00576 2.75470
O 5.79241 0.17547 3.33563
C 4.74013 0.73145 4.25021
O 4.58890 1.99081 4.69924
O 3.76125 -0.34599 4.61393
C 4.46469 -1.58570 4.16295
S 5.60005 -1.96333 5.60391
C 3.53694 -2.93432 3.87928
O 2.36208 -2.71406 3.26689
N 3.92658 -4.33934 4.28241
C 3.96476 -5.29951 3.11257
O 4.39821 -6.56104 3.38805
F 3.52513 -5.00157 1.72477
H -0.55326 -4.57359 0.53820
H 0.11302 -4.73271 2.38494
H 1.01685 -3.63496 1.14774
H -1.94088 -2.63763 1.22708
H -1.37314 -2.96029 2.99746
H -1.44226 0.03258 2.78247
H 0.39601 0.44318 2.67149
H -1.20059 -0.82712 4.96206
H 0.65175 -0.28163 5.02147
H 0.13222 -2.06994 4.46857
H 3.01406 0.10314 -1.55454
H 2.22794 0.62802 0.08198
H 3.40447 -2.22404 0.50319
H 4.73212 -1.13788 -0.38627
H 2.99947 -0.00216 2.14139
H 4.58992 0.73758 1.34018
H 5.90540 -1.71134 2.32644
H 4.87721 -1.55558 6.76516
H 3.18226 -4.63121 4.97818
C -2.95381 2.12446 -3.78560
C -4.22300 2.89818 -4.13235
O -5.07733 2.73953 -3.00199
S -4.16136 2.62886 -1.65693
O -4.10776 3.93506 -1.03880
O -4.54378 1.43420 -0.94072
O -2.73357 2.35681 -2.39538
H -3.09525 1.04889 -3.93294
H -2.09283 2.46074 -4.36948
H -4.70637 2.52155 -5.03693
H -4.01344 3.96663 -4.24992
C -1.07365 -6.99422 6.08114
C -2.33423 -7.78618 5.74432
O -3.04008 -6.98139 4.80258
S -1.96274 -6.14914 3.90417
O -1.75882 -6.86634 2.66515
O -2.31109 -4.74825 3.95461
O -0.66079 -6.39489 4.85414
H -1.29043 -6.19334 6.79539
H -0.28003 -7.63155 6.48020
H -2.95155 -7.98071 6.62457
H -2.08518 -8.73520 5.25785
C 4.69789 -10.58481 4.85320
C 3.81051 -10.38570 3.62739
O 2.62506 -11.12945 3.90007
S 2.34323 -11.10697 5.50646
O 1.37737 -10.06625 5.78059
O 2.18373 -12.46856 5.96147
O 3.81181 -10.57295 5.97120
H 5.19697 -11.55879 4.82447
H 5.44776 -9.79544 4.95260
H 4.28438 -10.73872 2.70837
H 3.52974 -9.33360 3.51084
C -2.38982 3.45891 7.31974
C -1.11802 3.37809 6.47967
O -1.03417 2.01826 6.05941
S -2.54296 1.42729 5.87307
O -2.89054 1.51114 4.47189
O -2.65422 0.20839 6.64008
O -3.33360 2.61295 6.66491
H -2.22203 3.06588 8.32767
H -2.77552 4.47965 7.38766
H -0.22705 3.66282 7.04435
H -1.19664 4.00396 5.58444
C -4.75191 6.78611 -6.33205
C -3.48012 6.70528 -7.17212
O -3.39627 5.34546 -7.59239
S -4.90506 4.75449 -7.77873
O -5.25264 4.83834 -9.17990
O -5.01632 3.53559 -7.01172
O -5.69569 5.94015 -6.98689
H -4.58412 6.39308 -5.32412
H -5.13762 7.80684 -6.26413
H -2.58914 6.99002 -6.60745
H -3.55873 7.33116 -8.06735
C -8.69790 1.07483 -9.45425
C -8.59213 1.74116 -10.82338
O -8.15734 3.07277 -10.55776
S -7.20207 3.06444 -9.23571
O -5.82448 3.03690 -9.67460
O -7.71029 4.03910 -8.29861
O -7.59505 1.57550 -8.70043
H -9.62075 1.36807 -8.94345
H -8.65059 -0.01539 -9.52097
H -9.54446 1.74606 -11.35892
H -7.83013 1.25400 -11.44093
C 7.08663 3.70514 0.09839
C 8.35843 3.62432 -0.74168
O 8.44228 2.26449 -1.16195
S 6.93348 1.67352 -1.34829
O 6.58591 1.75737 -2.74946
O 6.82223 0.45462 -0.58128
O 6.14285 2.85918 -0.55645
H 7.25442 3.31212 1.10632
H 6.70093 4.72588 0.16631
H 9.24940 3.90905 -0.17701
H 8.27981 4.25019 -1.63691
C -7.79873 7.01583 -11.06154
C -9.05931 6.22386 -11.39837
O -9.76516 7.02866 -12.34011
S -8.68782 7.86090 -13.23852
O -8.48390 7.14370 -14.47754
O -9.03617 9.26179 -13.18808
O -7.38587 7.61515 -12.28855
H -8.01551 7.81670 -10.34730
H -7.00511 6.37849 -10.66249
H -9.67663 6.02933 -10.51812
H -8.81026 5.27484 -11.88484
C 8.47997 0.10017 6.93869
C 8.58575 0.76651 5.56955
O 9.02053 2.09812 5.83518
S 9.97580 2.08979 7.15722
O 11.35339 2.06224 6.71833
O 9.46758 3.06445 8.09432
O 9.58283 0.60084 7.69250
H 7.55713 0.39341 7.44949
H 8.52728 -0.99005 6.87196
H 7.63341 0.77140 5.03401
H 9.34775 0.27935 4.95201

The value obtained for the gap between HOMO and LUMO is 6.732 eV. For the highest occupied orbital energy, the calculation gives -8.07 eV. The relative energy (zero: lowest compared OMol25 entry of this formula, charge and spin) is 1070.6 kJ/mol. Its total charge is 0.

Number 1: electronic energy -3109.021756 hartree. Number 2: electronic energy -2438.389573 hartree. Number 3: electronic energy -3595.724446 hartree. Number 4: electronic energy -9286.000404 hartree.